1.
Density functional theory data (ωB97M-V/def2-TZVPD) for a molecular structure, C18H20CuN2OSSe at a distorted geometry.

Geometry (Å):
Cu  1.20552  -0.36584  -1.39062
Se  2.56052  -0.14458  -3.03972
O  0.59641  -0.34284  0.23481
S  -0.53596  0.37341  -0.43461
C  -0.05078  2.11224  -0.98025
C  0.81552  2.85955  -0.00843
C  0.28033  3.90072  0.74954
C  1.04819  4.56548  1.69437
C  2.36315  4.18079  1.90625
C  2.91702  3.16967  1.13353
C  2.15923  2.51865  0.17154
C  -1.41620  1.06752  1.12400
C  -1.84701  -0.08434  1.95153
C  -0.93270  -0.73382  2.78286
C  -1.30685  -1.85413  3.50621
C  -2.60113  -2.34823  3.41596
C  -3.51513  -1.71887  2.58382
C  -3.13820  -0.60321  1.85323
H  -1.01340  2.61288  -1.12760
H  0.45689  1.97561  -1.93743
H  -0.75179  4.19692  0.59178
H  0.62062  5.38366  2.26168
H  2.95688  4.67770  2.66480
H  3.95418  2.88932  1.27094
H  2.60316  1.75776  -0.46461
H  -2.24782  1.67216  0.76022
H  -0.66665  1.68522  1.61419
H  0.08025  -0.35834  2.84563
H  -0.58371  -2.34700  4.14430
H  -2.89608  -3.21597  3.99281
H  -4.52556  -2.10076  2.50052
H  -3.85326  -0.11895  1.19730
C  2.03136  -3.70712  -2.14974
C  0.85482  -3.06234  -2.77704
N  0.09149  -2.15181  -2.20715
C  -0.84646  -1.79685  -3.15359
C  -0.61762  -2.46729  -4.31087
N  0.45590  -3.28515  -4.04920
H  2.89221  -3.05774  -2.34233
H  2.22051  -4.69932  -2.56573
H  1.88895  -3.75737  -1.07229
H  -1.60320  -1.06323  -2.93266
H  -1.09552  -2.42881  -5.27404
H  0.99192  -3.78534  -4.73391

## Properties
**Net charge**: -1
**Orbital gap**: 4.63 eV

Charges in e, computed with Löwdin, in the same order as the atoms: atom 1 (Cu): -0.33, atom 2 (Se): -0.21, atom 3 (O): -0.56, atom 4 (S): 0.87, atom 5 (C): -0.27, atom 6 (C): -0.27, atom 7 (C): -0.08, atom 8 (C): -0.10, atom 9 (C): -0.11, atom 10 (C): -0.07, atom 11 (C): -0.02, atom 12 (C): -0.25, atom 13 (C): -0.29, atom 14 (C): -0.04, atom 15 (C): -0.09, atom 16 (C): -0.11, atom 17 (C): -0.10, atom 18 (C): -0.05, atom 19 (H): 0.09, atom 20 (H): 0.05, atom 21 (H): 0.11, atom 22 (H): 0.09, atom 23 (H): 0.09, atom 24 (H): 0.10, atom 25 (H): 0.07, atom 26 (H): 0.09, atom 27 (H): 0.08, atom 28 (H): 0.12, atom 29 (H): 0.10, atom 30 (H): 0.09, atom 31 (H): 0.09, atom 32 (H): 0.11, atom 33 (C): -0.04, atom 34 (C): -0.47, atom 35 (N): 0.01, atom 36 (C): -0.18, atom 37 (C): -0.12, atom 38 (N): 0.09, atom 39 (H): 0.03, atom 40 (H): 0.07, atom 41 (H): 0.08, atom 42 (H): 0.08, atom 43 (H): 0.09, atom 44 (H): 0.15

---

2.
Density functional theory data (ωB97M-V/def2-TZVPD) for 2 unconnected molecules or ions with the total composition C9H16O3Se at a distorted geometry.

Geometry (Å):
C  -2.84284  -0.55874  -0.46106
C  -2.07166  0.40747  -0.08293
C  2.70195  0.19181  0.15935
C  -4.36339  -0.65577  -0.38726
C  -0.25232  0.71461  2.20299
C  3.89276  1.89639  -0.90615
C  0.91660  -2.64988  -0.38419
C  -0.55628  0.36814  -0.32552
C  0.08106  -0.04181  1.00579
O  3.65270  -0.47374  0.46059
O  -0.11745  1.71053  -0.58978
O  2.68545  1.38697  -0.34936
Se  0.15439  -1.97639  1.27996
H  -2.49683  -1.48309  -0.73244
H  -2.31424  1.43568  -0.06204
H  -4.69713  0.33983  -0.63757
H  -4.76305  -1.34183  -1.24665
H  -4.66584  -0.95357  0.60261
H  0.39992  1.62053  2.13991
H  0.08103  0.09580  3.01046
H  -1.36812  0.84723  2.04176
H  4.45011  2.43096  -0.04724
H  3.56000  2.55921  -1.76763
H  4.37630  1.00035  -1.38973
H  1.94526  -2.22007  -0.28921
H  0.91255  -3.74703  -0.39592
H  0.19821  -2.38151  -1.17834
H  -0.35095  -0.23932  -1.15329
H  0.85182  1.71726  -0.51710

## Properties
**Orbital gap (spin up / spin down)**: 6.80 / 8.38 eV

Charges in e, computed with Löwdin, in the same order as the atoms: atom 1 (C): -0.15, atom 2 (C): -0.09, atom 3 (C): -0.33, atom 4 (C): -0.08, atom 5 (C): -0.12, atom 6 (C): -0.04, atom 7 (C): -0.39, atom 8 (C): -0.40, atom 9 (C): -0.52, atom 10 (O): 0.08, atom 11 (O): -0.04, atom 12 (O): -0.13, atom 13 (Se): 0.96, atom 14 (H): 0.07, atom 15 (H): 0.12, atom 16 (H): 0.06, atom 17 (H): 0.11, atom 18 (H): 0.07, atom 19 (H): 0.11, atom 20 (H): 0.05, atom 21 (H): 0.11, atom 22 (H): 0.13, atom 23 (H): 0.11, atom 24 (H): 0.11, atom 25 (H): 0.01, atom 26 (H): 0.02, atom 27 (H): 0.02, atom 28 (H): 0.11, atom 29 (H): 0.05

---

3.
Density functional theory data (ωB97M-V/def2-TZVPD) for a gas-phase ion, C5H6BrN2 (charge +1) at a distorted geometry.

Geometry (Å):
C  -0.06528  2.06296  0.02480
N  -0.05274  0.66289  0.09453
C  -1.08236  -0.05035  -0.05348
C  -1.02556  -1.46401  0.02710
C  0.11171  -2.20270  0.05240
N  1.34435  -1.62787  0.17002
C  1.88437  -0.57404  0.01134
Br  3.14175  0.62646  0.10780
H  -1.15045  2.36843  -0.10446
H  0.04463  2.23731  1.08618
H  0.64613  2.58157  -0.65603
H  -1.99682  0.49056  -0.13174
H  -1.93225  -1.92966  -0.34122
H  0.13252  -3.18156  -0.28721

## Properties
**Net charge**: +1
**Orbital gap**: 8.89 eV

Charges in e, computed with Löwdin, in the same order as the atoms: atom 1 (C): -0.10, atom 2 (N): -0.06, atom 3 (C): -0.11, atom 4 (C): 0.02, atom 5 (C): -0.05, atom 6 (N): 0.12, atom 7 (C): -0.57, atom 8 (Br): 1.07, atom 9 (H): 0.11, atom 10 (H): 0.10, atom 11 (H): 0.11, atom 12 (H): 0.13, atom 13 (H): 0.13, atom 14 (H): 0.11

---

ΔE to the lowest compared entry with this formula, charge and spin values (in eV) by entry order: 1.454; 3.451; 4.362.